Entry 1:
Formula: C34H60N6Pb
Source: the Open Molecules 2025 dataset
Level of theory: ωB97M-V/def2-TZVPD

Its lowest unoccupied orbital energy (spin up / spin down) is -0.229 / -0.287 Ha. Its orbital gap (spin up / spin down) is 7.269 / 4.972 eV. The calculation puts the largest force on an atom at 0.90 eV Å⁻¹.

ORCA input file:
```
! wB97M-V def2-TZVPD RIJCOSX def2/J DEFGRID3
* xyz 2 1
Pb 0.23798 0.19665 -0.45327
C -1.13964 3.77454 0.11147
C -2.07564 2.57792 0.28986
N -1.92383 1.48475 -0.68971
C -3.09780 0.58572 -0.68218
C -2.76079 -0.91045 -0.77775
N -1.68000 -1.36265 0.11211
C -2.03211 -1.68204 1.51256
C -2.24722 -0.48159 2.43619
C -1.01131 0.02855 3.17578
N 0.04162 0.61116 2.31879
C 0.38996 1.99729 2.63549
C 1.43230 2.53824 1.66468
N 1.05443 2.42716 0.24590
C 0.29086 3.53694 -0.36973
H -1.12945 4.30434 1.06604
H -1.57043 4.46837 -0.61274
H -3.09640 2.97083 0.27019
H -1.91560 2.13245 1.26953
H -1.81639 1.87259 -1.62436
H -3.76476 0.81280 -1.51561
H -3.66697 0.76774 0.22650
H -2.44464 -1.13482 -1.79882
H -3.68494 -1.46344 -0.58164
H -1.29350 -2.21949 -0.28052
H -1.21769 -2.29389 1.90815
H -2.94001 -2.29338 1.51271
H -2.96576 -0.77446 3.20341
H -2.69694 0.33771 1.88410
H -0.59138 -0.79130 3.76332
H -1.34866 0.78866 3.88382
H 0.88396 0.04947 2.39776
H 0.80704 2.08586 3.64523
H -0.51051 2.60936 2.61121
H 2.34490 1.95252 1.80048
H 1.65548 3.57466 1.93237
H 1.92364 2.39838 -0.28184
H 0.27774 3.31715 -1.44017
H 0.83688 4.47528 -0.23164
N 2.83287 -0.28042 -0.40130
H 3.21133 -0.18829 -1.34073
H 2.87136 -1.26712 -0.14064
H 3.43457 0.24332 0.22714
C -0.62058 2.21540 -5.65934
C -0.15081 0.79325 -5.32612
C 1.20288 0.51223 -5.99133
C -1.20700 -0.22204 -5.78430
C 0.01101 0.66555 -3.86684
C 0.13741 0.54456 -2.66765
H -0.73008 2.31580 -6.73940
H 0.09884 2.95989 -5.31769
H -1.58704 2.42259 -5.19797
H 1.09783 0.54992 -7.07586
H 1.57767 -0.47471 -5.71726
H 1.93973 1.25769 -5.69149
H -1.31856 -0.17834 -6.86797
H -2.17462 0.00284 -5.33356
H -0.92364 -1.23924 -5.51073
C 2.20278 -6.78632 3.21961
C 1.87090 -5.35594 2.90494
C 1.72143 -4.41687 3.92971
C 1.45875 -3.06245 3.66695
C 1.29238 -2.10812 4.81736
C 1.34038 -2.66116 2.36170
C 1.44509 -3.58070 1.26514
C 1.72336 -4.94137 1.59478
N 1.28788 -3.03628 0.06232
C 1.32546 -3.70706 -1.21207
C 0.98793 -2.65454 -2.26100
C 1.06465 -3.20869 -3.68259
C 0.06701 -4.36102 -3.82787
C 0.40233 -5.43992 -2.79516
C 1.81715 -5.97036 -3.05048
C 2.81162 -4.81295 -2.92852
C 2.48286 -3.72183 -3.95047
C 2.76154 -4.22656 -1.51861
C 0.31166 -4.86410 -1.37927
H 2.23403 -6.96020 4.29273
H 3.17654 -7.04736 2.80281
H 1.46760 -7.46355 2.78407
H 1.81584 -4.73615 4.96115
H 1.99665 -2.33522 5.61588
H 0.28680 -2.20099 5.23490
H 1.44178 -1.07304 4.50641
H 1.14743 -1.62263 2.11075
H 1.84231 -5.67380 0.81118
H 1.67896 -1.81211 -2.15395
H -0.02922 -2.28514 -2.06629
H 0.81807 -2.40402 -4.38178
H 0.13056 -4.77851 -4.83519
H -0.95526 -3.99698 -3.68046
H -0.31186 -6.26325 -2.87756
H 1.87611 -6.40722 -4.04926
H 2.06237 -6.75482 -2.32917
H 3.82492 -5.18561 -3.10320
H 2.54713 -4.12346 -4.96381
H 3.20245 -2.90108 -3.86684
H 3.45113 -3.37879 -1.44130
H 3.05596 -4.97048 -0.77963
H 0.48222 -5.65075 -0.64732
H -0.69384 -4.45955 -1.20644
*
```


Entry 2:
Formula: C2H2I2O2S
Source: the Open Molecules 2025 dataset
Level of theory: ωB97M-V/def2-TZVPD

Its lowest unoccupied orbital energy is -0.021 Ha. Its orbital gap is 7.757 eV. The calculation puts the largest force on an atom at 4.79 eV Å⁻¹.

ORCA input file:
```
! wB97M-V def2-TZVPD RIJCOSX def2/J DEFGRID3
* xyz 0 1
C 0.46729 0.98766 0.35308
C -1.32286 -0.56713 0.37541
O 1.03136 1.02767 1.40660
O -0.48902 0.45599 -0.28723
S 1.71171 1.68949 -1.54364
I -0.77036 -2.48193 -0.45650
I 2.98190 -0.25374 -1.35714
H -2.26804 -0.28428 0.06663
H -1.34199 -0.57372 1.44278
*
```


Entry 3:
Formula: C32H22MgN6O5
Source: the Open Molecules 2025 dataset
Level of theory: ωB97M-V/def2-TZVPD

Its lowest unoccupied orbital energy is 0.167 Ha. Its orbital gap is 5.930 eV. The calculation puts the largest force on an atom at 1.26 eV Å⁻¹.

ORCA input file:
```
! wB97M-V def2-TZVPD RIJCOSX def2/J DEFGRID3
* xyz -2 1
Mg 0.49573 -0.31942 0.54146
O -2.44318 -3.44112 0.05051
C -1.95118 -2.29970 0.16082
N -0.80949 -1.91397 0.72241
C -0.05631 -2.81058 1.49177
C -0.08120 -4.20122 1.36386
C 0.69258 -5.01830 2.17955
C 1.49943 -4.45553 3.15558
C 1.54428 -3.07665 3.30619
C 0.79616 -2.23290 2.47865
N 0.89624 -0.85111 2.46186
C 1.61964 -0.12989 3.29845
O 2.10846 -0.39663 4.41446
C 1.88034 1.25052 2.72927
C 2.36333 2.27851 3.53831
C 2.69026 3.48945 2.95962
C 2.51896 3.64707 1.58863
C 2.01702 2.57814 0.86471
N 1.71929 1.40896 1.41656
C -2.85053 -1.20171 -0.38122
C -3.48322 -1.37092 -1.61509
C -4.45482 -0.47184 -2.00622
C -4.77757 0.57893 -1.15602
C -4.09843 0.66775 0.04795
N -3.16965 -0.20007 0.43471
H -0.72297 -4.64103 0.61771
H 0.65301 -6.09599 2.05647
H 2.10422 -5.09070 3.79596
H 2.17879 -2.62408 4.05315
H 2.48359 2.08240 4.59453
H 3.07740 4.30661 3.55781
H 2.78653 4.57119 1.09303
H 1.84316 2.66248 -0.20429
H -3.20380 -2.20833 -2.23982
H -4.96918 -0.58376 -2.95428
H -5.54162 1.29877 -1.42241
H -4.30649 1.47876 0.74173
O -1.72796 3.43197 1.12499
C -2.03116 3.71096 -0.14994
C -2.70889 4.90332 -0.42117
C -3.08949 5.22374 -1.71083
C -2.77873 4.36590 -2.76022
C -2.07557 3.20000 -2.50657
C -1.68877 2.85042 -1.21683
C -0.87138 1.63226 -0.94531
O -0.67086 1.28714 0.28063
N -0.36500 1.02430 -1.98861
N 0.50005 0.02544 -1.58195
C 1.12561 -0.59451 -2.51130
C 2.16705 -1.56176 -2.27564
C 2.79715 -2.17745 -3.36185
C 3.83270 -3.07364 -3.19288
C 4.24127 -3.39153 -1.89047
C 3.64876 -2.80547 -0.79883
C 2.60503 -1.84126 -0.93378
O 2.11397 -1.25217 0.08030
H -1.27290 2.52681 1.08666
H -2.92767 5.55858 0.41384
H -3.63726 6.14113 -1.89585
H -3.08184 4.61244 -3.77116
H -1.80168 2.52884 -3.30952
H 0.88858 -0.34829 -3.55249
H 2.45674 -1.93236 -4.36497
H 4.31894 -3.52848 -4.04837
H 5.03512 -4.11788 -1.74454
H 3.94947 -3.06254 0.21026
*
```


Entry 4:
Formula: C2H3ClNO3
Source: the Open Molecules 2025 dataset
Level of theory: ωB97M-V/def2-TZVPD

Its lowest unoccupied orbital energy is 0.138 Ha. Its orbital gap is 5.999 eV. The calculation puts the largest force on an atom at 2.16 eV Å⁻¹.

ORCA input file:
```
! wB97M-V def2-TZVPD RIJCOSX def2/J DEFGRID3
* xyz -1 1
C 2.14337 -1.45670 -0.60819
C -1.63183 0.38801 0.54094
N 0.35426 1.58942 0.29808
O 1.26381 -1.69711 0.13761
O 3.04251 -1.51289 -1.34684
O -0.95030 1.52428 0.04233
Cl 1.36285 0.83148 -1.08212
H -2.56024 0.18957 -0.15454
H -2.14306 0.62070 1.48207
H -0.88135 -0.47676 0.69067
*
```


Entry 5:
Formula: C8H14N
Source: the Open Molecules 2025 dataset
Level of theory: ωB97M-V/def2-TZVPD

Its lowest unoccupied orbital energy (spin up / spin down) is -0.177 / -0.247 Ha. Its orbital gap (spin up / spin down) is 8.733 / 5.267 eV. The calculation puts the largest force on an atom at 5.94 eV Å⁻¹.

ORCA input file:
```
! wB97M-V def2-TZVPD RIJCOSX def2/J DEFGRID3
* xyz 1 1
C 0.13438 2.38047 -0.20816
C 0.01751 2.34976 1.20804
C -0.04147 1.07162 -0.02095
C 0.48129 0.89463 1.39723
C -0.34053 -0.05073 2.31145
C 1.96565 0.51643 1.68166
C -2.23895 -0.79360 -1.93186
C 0.01226 -1.52628 -2.21037
N -1.13043 -1.21168 -1.39332
H 0.21459 3.02608 -1.12820
H -0.63518 2.94496 1.76428
H -1.44971 0.33502 2.38534
H 0.15863 0.05390 3.28348
H -0.23263 -0.97540 1.85173
H 1.96675 -0.58587 1.52977
H 2.16399 0.58372 2.81606
H 2.80995 0.86978 0.94674
H -2.36544 -0.31932 -3.05720
H -2.63996 -0.25084 -1.06881
H -2.95363 -1.69522 -1.99564
H 0.19455 -2.53737 -1.64135
H 0.92952 -0.95433 -1.73011
H -0.23778 -1.42418 -3.26529
*
```


Entry 6:
Formula: CH6Br3GaO3P
Source: the Open Molecules 2025 dataset
Level of theory: ωB97M-V/def2-TZVPD

Its lowest unoccupied orbital energy is 0.085 Ha. Its orbital gap is 7.365 eV. The calculation puts the largest force on an atom at 0.47 eV Å⁻¹.

ORCA input file:
```
! wB97M-V def2-TZVPD RIJCOSX def2/J DEFGRID3
* xyz -1 1
O 3.42541 -0.26349 1.41133
P 2.90897 -0.22502 0.00707
O 3.50079 -1.50838 -0.84671
O 3.70444 0.93943 -0.83802
Ga 0.53565 0.02943 -0.19499
H 3.48186 -2.26281 -0.24870
H 4.24638 1.39766 -0.18655
H -0.01382 0.02700 1.30299
H 0.25939 1.43270 -0.90941
H -0.09357 -1.19726 -1.01132
C -4.49030 0.25831 0.34939
Br -3.26369 0.43495 1.80899
Br -5.12375 1.97672 -0.26298
Br -3.72085 -0.75869 -1.08505
H -5.35693 -0.28055 0.70396
*
```


- Number 1 is which compound?
  C34H60N6Pb